[1]
DFT (the ωB97M-V functional and the def2-TZVPD basis) results for an isolated molecule of C3H3N5.

Results
SMILES string: [H]/N=c1/cnnncn1
energy relative to the best compared isomer or geometry (same formula, charge and spin): 3.009 eV
E: -10605.85865 eV
gap between HOMO and LUMO: 0.3399 Eh

```
! RIJCOSX wB97M-V def2-TZVPD def2/J DEFGRID3
* xyz 0 1
H 1.22789 -1.67192 -1.91386
N 1.19157 -0.68948 -1.82654
C 0.92678 -0.35057 -0.64628
C 0.82119 1.08983 -0.05172
N -0.28933 1.55567 0.31872
N -1.45785 0.93771 0.02820
N -1.54987 -0.18489 0.60660
C -0.41745 -0.97901 1.09177
N 0.63060 -1.21422 0.46238
H 1.67497 1.73317 0.36603
H -0.56180 -1.45641 2.05968
*
```

[2]
DFT (the ωB97M-V functional and the def2-TZVPD basis) results for an isolated molecule of C3H3N5.

Results
SMILES string: [H]/N=c1/cnncnn1
energy relative to the best compared isomer or geometry (same formula, charge and spin): 5.195 eV
E: -10603.67225 eV
gap between HOMO and LUMO: 0.3183 Eh

```
! RIJCOSX wB97M-V def2-TZVPD def2/J DEFGRID3
* xyz 0 1
H -1.12173 1.68706 1.96236
N -1.26883 1.48365 0.71533
C -1.05901 0.23461 0.22363
C -0.61883 0.12975 -1.30646
N 0.64159 0.09204 -1.58150
N 1.57691 -0.05060 -0.74515
C 1.46054 -0.68968 0.33903
N 0.27456 -1.42916 0.85709
N -0.87453 -1.04444 0.72492
H -1.34621 0.48637 -2.01456
H 2.33553 -0.89959 0.82531
*
```

[3]
DFT (the ωB97M-V functional and the def2-TZVPD basis) results for an isolated molecule of C3H3N5.

Results
SMILES string: [H]/N=c1\ccnnnn1
energy relative to the best compared isomer or geometry (same formula, charge and spin): 5.231 eV
E: -10603.63603 eV
gap between HOMO and LUMO: 0.3208 Eh

```
! RIJCOSX wB97M-V def2-TZVPD def2/J DEFGRID3
* xyz 0 1
H -2.29603 0.81588 0.91323
N -2.12554 -0.09075 0.72475
C -1.07412 -0.29657 0.11293
C -0.04952 0.82313 -0.44233
C 1.28260 0.60307 -0.24767
N 1.87610 -0.18719 0.66097
N 1.39407 -1.28183 0.59163
N 0.33958 -1.89017 -0.36787
N -0.86871 -1.60373 -0.43687
H -0.48918 1.72164 -1.00523
H 2.01075 1.38652 -0.50354
*
```

> What is the energy relative to the best compared isomer or geometry (same formula, charge and spin) in the first record?

3.009 eV